Computed, not measured: a structure of composition C12H24N6OPRe, with the ωB97M-V functional and the def2-TZVPD basis.

Spin multiplicity: 4
Total energy in eV: -35213.753
Gap between HOMO and LUMO (spin up / spin down) in eV: 7.707 / 8.494
Total charge: +3
HOMO (spin up / spin down) in eV: -18.49 / -20.04

XYZ file:
```
45
Properties=species:S:1:pos:R:3:forces:R:3
Re 0.279785 1.251655 -0.080803 0.39 -0.09 -0.28
C -4.477627 2.754241 1.829131 -0.01 -0.03 0.04
C -3.661522 1.551198 2.341284 0.11 -0.01 -0.12
C -2.470238 1.324674 1.540743 -0.05 -0.06 0.06
N -1.523287 1.147583 0.904800 -0.16 0.03 0.16
H -5.348352 2.856531 2.472321 -0.01 0.02 -0.01
H -4.818651 2.591872 0.809286 -0.01 0.01 0.00
H -3.900193 3.674318 1.883440 0.00 0.00 0.00
H -4.238751 0.622175 2.312370 -0.02 0.01 0.00
H -3.323270 1.695497 3.371562 -0.01 0.01 0.01
C 1.437684 0.855537 3.168641 -0.01 0.03 0.00
C 2.295542 -0.057935 2.292597 0.07 0.01 0.01
P 1.403280 -0.692264 0.856141 -0.13 0.13 0.02
C 2.524396 -1.399664 -0.377136 0.02 -0.02 -0.04
C 3.721973 -2.135374 0.246030 -0.02 0.00 -0.01
C 0.141926 -1.880134 1.367144 -0.04 -0.05 0.03
C 0.730415 -3.209330 1.863074 -0.01 0.01 -0.01
H 2.025886 1.223179 4.007871 0.00 -0.01 0.01
H 0.566427 0.342051 3.575021 0.01 -0.01 0.00
H 1.095207 1.747784 2.625224 0.01 0.00 -0.01
H 2.652056 -0.927132 2.853325 -0.01 0.00 0.01
H 3.181590 0.459326 1.917661 0.00 0.01 0.01
H 2.866385 -0.588240 -1.022511 0.01 0.00 0.01
H 1.915107 -2.070387 -0.989536 0.01 0.00 -0.01
H 4.362350 -1.461434 0.812522 0.00 0.01 0.00
H 4.321357 -2.555838 -0.559717 0.00 -0.01 0.00
H 3.413275 -2.953601 0.893049 0.01 0.00 0.00
H -0.519467 -2.035855 0.510698 0.00 -0.02 0.01
H -0.449212 -1.397725 2.149715 0.00 0.00 0.00
H 1.243814 -3.745302 1.066827 -0.01 -0.01 0.00
H -0.084216 -3.839821 2.214956 0.00 -0.01 -0.01
H 1.417985 -3.069568 2.696739 0.00 0.00 0.00
O 3.705436 3.701099 -0.426862 0.00 0.01 0.00
C 2.846818 2.949774 -0.389176 0.04 -0.07 -0.08
N 1.932318 2.127107 -0.340829 -0.19 0.06 0.16
N -0.672512 0.544099 -5.744226 -0.02 0.02 0.02
C -1.689754 0.040914 -5.069672 0.08 0.01 -0.04
N -2.746220 -0.461758 -5.666002 0.01 -0.01 0.03
N -1.701086 0.013429 -3.710343 -0.15 -0.06 -0.01
C -1.045140 0.304040 -2.726501 0.06 0.01 0.07
N -0.523153 0.513669 -1.668880 0.01 0.09 0.00
H -0.669817 0.571459 -6.754659 0.00 0.00 0.00
H 0.118540 0.948357 -5.272250 0.01 0.00 -0.01
H -2.839915 -0.484974 -6.671714 0.00 0.00 0.00
H -3.497168 -0.845233 -5.111356 -0.01 0.00 -0.02
```
Positions in Å, forces in eV/Å.

These are the natural (NBO) partial charges, in e, on atoms 1 to 6: number 1, Re, carries 1.45; number 2, C, carries -0.59; number 3, C, carries -0.55; number 4, C, carries 0.67; number 5, N, carries -0.58; number 6, H, carries 0.27

Computed, not measured: a structure of composition C5H7FO, with the ωB97M-V functional and the def2-TZVPD basis.

Total energy in eV: -10059.642
Gap between HOMO and LUMO in eV: 10.198
HOMO in eV: -9.66

XYZ file:
```
14
Properties=species:S:1:pos:R:3:forces:R:3
C 0.137242 -0.344941 -0.606154 -0.34 -3.42 0.59
C 0.719194 1.091888 -0.269344 -4.31 -2.62 -1.63
C -0.744098 1.211568 0.281463 -1.07 1.84 4.92
C -0.729270 -0.236337 0.803947 4.41 0.82 -0.10
C 0.904679 -1.691668 -0.511692 1.77 1.56 1.97
H 1.550334 0.934878 0.373973 0.40 0.53 0.65
H 0.749940 1.625022 -1.163154 1.28 1.16 -1.35
H -0.943545 1.891945 1.162075 0.54 -0.06 -0.93
H -1.650838 1.384792 -0.330672 1.29 -0.15 -0.62
H -1.574787 -0.800666 1.024802 -1.61 -0.90 -0.17
H 0.080493 -0.403952 1.795022 -2.24 0.64 -3.23
H 0.384189 -2.640731 -1.125335 1.75 2.01 1.72
O 1.846775 -1.609032 0.336377 -3.04 -1.95 -3.53
F -0.730309 -0.412766 -1.771306 1.15 0.53 1.72
```
Positions in Å, forces in eV/Å.

These are the natural (NBO) partial charges, in e, on atoms 1 to 6: number 1, C, carries 0.28; number 2, C, carries -0.43; number 3, C, carries -0.43; number 4, C, carries -0.39; number 5, C, carries 0.39; number 6, H, carries 0.26

Computed, not measured: a structure of composition C5H15N4, with the ωB97M-V functional and the def2-TZVPD basis.

Total energy in eV: -11378.882
Gap between HOMO and LUMO (spin up / spin down) in eV: 7.812 / 7.811
Total charge: +1
HOMO (spin up / spin down) in eV: -11.00 / -10.99

XYZ file:
```
24
Properties=species:S:1:pos:R:3:forces:R:3
C 2.046638 -0.886402 0.538426 0.14 -0.05 -0.10
C -0.340162 1.236144 -1.473722 2.44 -1.83 -1.81
C 0.723675 1.974982 0.637755 -0.12 0.38 1.20
C -2.933854 -1.185862 0.088354 -1.40 -3.27 -1.39
C 0.334965 0.843456 -0.243125 0.04 -4.24 3.24
N 2.907509 -1.808468 0.189950 -0.23 -0.33 -1.47
N -2.051576 -0.452902 0.931882 -0.19 1.17 0.78
N -0.747159 -0.513235 0.716471 1.57 0.59 -2.73
N 1.476333 -0.164159 -0.343080 -2.48 0.99 -3.90
H 1.824644 -0.756719 1.555989 0.30 0.42 1.36
H -1.128971 1.849056 -1.268217 -2.21 1.64 0.74
H -0.674086 0.447590 -2.172107 0.29 0.15 0.57
H 0.429347 1.840454 -1.944326 -0.15 0.37 -0.87
H 0.707646 2.855086 0.003001 0.28 0.48 0.32
H 1.684806 1.906258 1.204118 -0.59 -0.15 -0.81
H -0.040947 2.092411 1.419938 0.04 0.27 -0.27
H -3.318074 -2.235347 0.549000 1.38 2.02 -0.84
H -3.927202 -0.745840 -0.139247 0.90 0.60 0.28
H -2.435727 -1.410857 -0.932137 -0.71 0.35 1.86
H 3.351403 -2.273264 0.909549 1.10 -1.35 1.43
H 3.046390 -2.163212 -0.765590 -0.10 0.52 0.77
H -2.432999 0.058756 1.723065 0.15 -0.08 -0.33
H -0.137655 -0.431343 1.497155 -0.40 0.06 1.39
H 1.499873 -0.686669 -1.251978 -0.03 1.30 0.59
```
Positions in Å, forces in eV/Å.

These are the natural (NBO) partial charges, in e, on atoms 1 to 6: number 1, C, carries 0.38; number 2, C, carries -0.67; number 3, C, carries -0.69; number 4, C, carries -0.43; number 5, C, carries 0.28; number 6, N, carries -0.72

Computed, not measured: a cluster of 2 separate species, C3H5ClO2 in total, with the ωB97M-V functional and the def2-TZVPD basis.

Total energy in eV: -19803.838
Gap between HOMO and LUMO (spin up / spin down) in eV: 8.751 / 8.600
HOMO (spin up / spin down) in eV: -8.17 / -7.88

XYZ file:
```
11
Properties=species:S:1:pos:R:3:forces:R:3
C 0.683839 0.954905 -1.693905 0.75 -1.03 0.38
C 0.876498 -0.338021 -1.075011 -1.58 2.16 0.95
C -1.193806 -1.481339 0.744446 -0.95 2.44 1.46
O 1.420937 0.763753 -0.443830 -0.16 -0.63 -0.51
O -0.427925 -1.964757 1.759630 -0.39 1.20 -0.14
Cl -1.931942 -2.651527 -0.236008 -0.42 -0.62 -0.58
H 1.297927 1.227533 -2.509504 0.80 0.28 -0.78
H -0.218325 1.487227 -1.675340 -1.29 0.55 0.53
H 1.367624 -1.189604 -1.405334 1.16 -1.44 -0.27
H -1.930380 -0.651364 1.129110 1.61 -1.48 -1.02
H -0.352970 -2.890705 1.614841 0.46 -1.43 -0.02
```
Positions in Å, forces in eV/Å.

These are the natural (NBO) partial charges, in e, on atoms 1 to 6: number 1, C, carries -0.16; number 2, C, carries 0.10; number 3, C, carries 0.04; number 4, O, carries -0.46; number 5, O, carries -0.67; number 6, Cl, carries -0.03

Computed, not measured: the molecule CH6P2, with the ωB97M-V functional and the def2-TZVPD basis.

Total energy in eV: -19708.714
SMILES: CP=[PH3]
Gap between HOMO and LUMO in eV: 7.072
HOMO in eV: -7.18

XYZ file:
```
9
Properties=species:S:1:pos:R:3:forces:R:3
C 1.069591 1.262135 0.161648 0.71 -1.19 -2.19
P 1.036938 -0.615515 0.663492 -0.91 1.30 0.05
P -0.997514 -0.929586 -0.006535 0.17 -2.41 1.82
H 1.241855 1.257790 -1.018966 -0.60 0.46 2.51
H 1.955423 1.734263 0.614374 -0.51 -0.09 -0.05
H 0.133978 1.745229 0.464844 0.51 0.17 -0.22
H -1.067198 -1.087366 -1.332847 -0.81 0.85 -1.95
H -0.942149 -2.349090 -0.030510 0.06 0.09 0.60
H -2.430925 -1.017857 0.484498 1.37 0.82 -0.56
```
Positions in Å, forces in eV/Å.

These are the natural (NBO) partial charges, in e, on atoms 1 to 6: number 1, C, carries -0.91; number 2, P, carries -0.04; number 3, P, carries 0.26; number 4, H, carries 0.21; number 5, H, carries 0.23; number 6, H, carries 0.22

Computed, not measured: a cluster of 2 separate species, C10H12FNO2S in total, with the ωB97M-V functional and the def2-TZVPD basis.

Total energy in eV: -29697.653
Gap between HOMO and LUMO in eV: 9.220
HOMO in eV: -8.93

XYZ file:
```
27
Properties=species:S:1:pos:R:3:forces:R:3
C -1.018654 -0.486914 2.859564 -1.46 0.62 1.50
C -2.599444 0.503832 1.385345 -0.42 0.53 0.16
C -0.258888 -0.889520 1.803621 2.62 -1.24 -0.77
C -1.780951 0.206604 0.285010 1.51 0.03 0.36
C -2.196232 0.281179 2.678520 0.35 -1.68 -0.18
C -0.569494 -0.475898 0.505838 -0.62 2.03 -0.68
C 2.145203 -0.646991 -4.775313 -0.41 -1.27 0.77
C 2.633674 -1.246787 -3.709586 1.48 3.48 0.57
C 2.115299 0.703855 -0.105273 0.26 0.56 -0.36
C -3.057304 0.609430 3.877757 1.32 1.22 1.99
N 2.483601 1.537752 -1.052131 -3.96 -2.91 -0.28
O 1.309052 -1.719421 -0.705038 0.87 -1.28 -0.77
O 0.309293 0.222391 -2.038666 -0.23 -0.77 0.66
F 3.139466 -0.388518 -2.677762 -0.71 -1.35 -1.36
S 0.779641 -0.403617 -0.802077 -1.43 1.44 1.35
H -0.882400 -0.705435 3.927507 0.82 -0.39 -0.64
H -3.567270 0.980824 1.424752 -0.18 0.27 -1.30
H 0.689828 -1.512333 1.870314 -1.32 0.92 0.43
H -1.861996 0.616953 -0.706315 -0.79 0.05 -0.23
H 1.727045 -1.210072 -5.557251 -0.10 -1.08 -0.91
H 1.901580 0.365639 -4.883164 0.10 1.44 0.48
H 3.036731 -2.197123 -3.543855 -0.18 -1.45 0.16
H -3.843318 1.387754 3.779992 0.53 -0.54 -0.52
H -3.522342 -0.259855 4.380295 0.31 0.21 -0.53
H -2.321921 1.054460 4.669652 -1.33 -0.76 -1.14
H 3.227329 2.115696 -0.922122 2.43 1.92 0.54
H 1.982474 1.556112 -1.969613 0.53 -0.02 0.71
```
Positions in Å, forces in eV/Å.

These are the natural (NBO) partial charges, in e, on atoms 1 to 6: number 1, C, carries -0.22; number 2, C, carries -0.23; number 3, C, carries -0.19; number 4, C, carries -0.18; number 5, C, carries 0.01; number 6, C, carries -0.28

no.,strongest force on any atom (hartree/bohr)
1,0.010
2,0.104
3,0.104
4,0.058
5,0.059
6,0.096